Entry from OMol25: a molecular structure, C66H72N2O4P2Pd in a non-equilibrium geometry (wB97M-V/def2-TZVPD).

Computed properties:
E_tot	-3779.187493	Eh
highest occupied orbital energy	-5.537	eV
maximum force	2.44	eV/Å
LUMO level	-1.62	eV
HOMO-LUMO gap	3.912	eV

Structure (ORCA input):
```
! wB97M-V def2-TZVPD RIJCOSX def2/J DEFGRID3
* xyz 0 1
C -4.9444 5.0984 3.6706
C -4.7604 4.0168 2.6090
C -5.0741 4.5643 1.2306
C -5.2114 3.5221 0.1264
C -4.0017 2.8217 -0.3776
C -4.2388 1.6708 -1.2383
O -3.5814 1.2900 -2.2028
O -5.3254 0.9992 -0.7607
C -5.5822 -0.3301 -1.2885
C -7.0212 -0.6151 -0.9421
C -2.7298 3.4899 -0.5968
O -1.6278 2.9632 -0.7629
O -2.8901 4.8312 -0.5491
C -1.7098 5.6678 -0.7082
C -2.2366 7.0734 -0.8518
H -4.6782 4.7291 4.6652
H -4.3178 5.9688 3.4439
H -5.9880 5.4318 3.7010
H -3.7321 3.6381 2.6226
H -5.4060 3.1524 2.8196
H -6.0310 5.1052 1.2780
H -4.3113 5.2902 0.9358
H -5.9162 2.7392 0.4396
H -5.6773 4.0386 -0.7330
H -5.4110 -0.3368 -2.3723
H -4.9088 -1.0521 -0.8056
H -7.2862 -1.6163 -1.2801
H -7.1848 -0.5499 0.1385
H -7.6748 0.1102 -1.4380
H -1.0768 5.5573 0.1847
H -1.1641 5.3486 -1.6058
H -1.4082 7.7545 -1.0449
H -2.9377 7.1427 -1.6911
H -2.7434 7.4105 0.0598
C 2.1256 -7.5638 -2.2556
N 1.3832 -6.4708 -2.8510
C 0.9880 -6.6774 -4.2315
C 0.8186 -5.4889 -2.0938
C -0.1482 -4.6255 -2.6615
C -0.6339 -3.5430 -1.9494
C -0.1238 -3.2405 -0.6666
C -0.5391 -2.0302 0.0628
C -1.6868 -1.2669 -0.3925
C -2.4799 -0.4204 0.3496
C -2.4023 -0.1990 1.7623
C -2.6931 1.0998 2.2562
C -2.5680 1.3833 3.5977
C -2.1624 0.3733 4.5095
N -1.9521 0.6646 5.8219
C -1.5782 -0.3774 6.7554
C -2.0591 2.0105 6.3492
C -1.9204 -0.9386 4.0278
C -2.0595 -1.2158 2.6870
Pd 1.2993 -1.0126 -0.4458
P 1.8900 -0.6192 -2.5712
C 2.3429 1.1250 -2.7670
C 3.6304 1.5354 -3.1593
C 3.9311 2.8926 -3.2361
C 2.9744 3.8540 -2.8957
C 1.7132 3.4491 -2.4472
C 1.4026 2.0946 -2.3702
C 3.2382 -1.6980 -3.0897
C 3.9376 -1.4476 -4.2856
C 4.9768 -2.2971 -4.6722
C 5.2858 -3.4254 -3.9066
C 4.5631 -3.7023 -2.7419
C 3.5512 -2.8370 -2.3282
C 0.5100 -0.9321 -3.7049
C 0.5813 -1.9306 -4.6979
C -0.5342 -2.2113 -5.4871
C -1.7277 -1.5046 -5.3112
C -1.8009 -0.5142 -4.3293
C -0.6906 -0.2204 -3.5418
P 2.5881 -0.1952 1.2113
C 2.9400 -1.5709 2.3347
C 4.2034 -2.1891 2.3665
C 4.3735 -3.3678 3.0972
C 3.3015 -3.9364 3.7925
C 2.0510 -3.3075 3.7860
C 1.8749 -2.1204 3.0733
C 4.1388 0.5633 0.6553
C 4.4717 1.8860 1.0036
C 5.6063 2.4816 0.4500
C 6.4206 1.7714 -0.4379
C 6.0985 0.4552 -0.7796
C 4.9694 -0.1485 -0.2287
C 1.7095 1.0297 2.2139
C 1.8447 1.0865 3.6133
C 1.2170 2.1084 4.3277
C 0.4779 3.0879 3.6587
C 0.2998 3.0024 2.2760
C 0.8981 1.9710 1.5602
C 0.7863 -4.1465 -0.0646
C 1.2162 -5.2696 -0.7467
H 2.6504 -7.2348 -1.3535
H 1.4623 -8.4079 -1.9876
H 2.8641 -7.9227 -2.9851
H 1.0035 -5.7336 -4.7927
H 1.6971 -7.3748 -4.6899
H -0.0247 -7.1054 -4.3182
H -0.5307 -4.8256 -3.6606
H -1.3905 -2.9067 -2.4018
H -0.3572 -2.0888 1.1365
H -1.9375 -1.3172 -1.4519
H -3.2095 0.1536 -0.1899
H -2.9608 1.8701 1.5259
H -2.7306 2.3970 3.9504
H -0.5235 -0.6765 6.6347
H -1.7193 0.0089 7.7702
H -2.2058 -1.2667 6.6035
H -3.0456 2.4492 6.1249
H -1.9196 1.9444 7.4362
H -1.2837 2.6785 5.9414
H -1.6130 -1.7299 4.7112
H -1.9190 -2.2360 2.3330
H 4.3927 0.7957 -3.3999
H 4.9271 3.2018 -3.5609
H 3.2147 4.9130 -2.9630
H 0.9588 4.1765 -2.1436
H 0.4347 1.8057 -1.9637
H 3.6759 -0.5871 -4.9030
H 5.5411 -2.0733 -5.5781
H 6.0883 -4.0956 -4.2207
H 4.7906 -4.5857 -2.1426
H 3.0054 -3.0356 -1.3999
H 1.5093 -2.4792 -4.8513
H -0.4700 -2.9919 -6.2512
H -2.5981 -1.7246 -5.9314
H -2.7224 0.0466 -4.1568
H -0.7861 0.5633 -2.7958
H 5.0443 -1.7388 1.8375
H 5.3540 -3.8453 3.1245
H 3.4347 -4.8695 4.3423
H 1.2104 -3.7355 4.3366
H 0.9043 -1.6189 3.0817
H 3.8462 2.4368 1.7078
H 5.8557 3.5105 0.7131
H 7.3041 2.2424 -0.8687
H 6.7266 -0.1085 -1.4729
H 4.7211 -1.1766 -0.4974
H 2.4584 0.3501 4.1365
H 1.3285 2.1543 5.4128
H 0.0318 3.9195 4.2093
H -0.3155 3.7287 1.7437
H 0.7209 1.8878 0.4868
H 1.1564 -3.9541 0.9433
H 1.8674 -5.9769 -0.2385
*
```